# C7H8N2O

C7H8N2O as an isolated structure (wB97M-V/def2-TZVPD, the Open Molecules 2025 dataset).

Element x y z (Å)
C (3.452, -0.104, -0.347)
C (2.075, 0.101, 0.240)
C (-0.280, -0.337, -0.269)
C (-1.242, -1.304, 0.114)
C (-2.526, -0.945, 0.373)
C (-2.958, 0.362, 0.115)
C (-2.003, 1.252, -0.288)
H (4.293, -0.048, 0.413)
H (3.721, 0.419, -1.071)
H (3.634, -1.010, -0.644)
H (1.384, -0.907, -1.580)
H (-0.813, -2.178, 0.324)
H (-3.126, -1.906, 0.626)
H (-3.977, 0.522, 0.142)
H (-2.260, 2.589, -0.493)
N (1.110, -0.613, -0.486)
N (-0.646, 0.978, -0.560)
O (1.849, 0.726, 1.249)

As for the multiplicity: 1. Its electronic energy is -12413.4361 eV. The net charge is 0. The molar mass comes out at 136.15 g/mol. The value obtained for the energy above the lowest of the compared OMol25 structures with the same formula, charge and spin is 285.8 kJ/mol.


# C4H11O2S

C4H11O2S as an isolated structure (wB97M-V/def2-TZVPD, the Open Molecules 2025 dataset).

Element x y z (Å)
C (2.238, 0.398, -0.738)
O (2.381, -0.607, 0.166)
C (0.895, 0.304, -1.501)
C (-0.261, 0.328, -0.586)
C (-1.613, -0.143, -1.003)
S (-2.680, -0.420, 0.414)
H (2.276, 1.400, -0.266)
H (3.039, 0.403, -1.498)
H (0.886, -0.645, -2.034)
H (0.800, 1.096, -2.232)
H (-0.329, 1.202, 0.070)
H (-0.081, -0.549, 0.260)
H (-2.021, 0.598, -1.699)
H (-1.516, -1.066, -1.555)
H (-0.059, -1.214, 0.726)
H (0.541, 0.156, 2.361)
H (1.867, -0.090, 1.440)
O (1.492, 0.281, 2.347)

As for the multiplicity: 1. Its electronic energy is -19253.2487 eV. The net charge is -1. The molar mass comes out at 123.20 g/mol. The value obtained for the energy above the lowest of the compared OMol25 structures with the same formula, charge and spin is 404.7 kJ/mol.


# C20H33N6O

An isolated ion of composition C20H33N6O and charge +1 (wB97M-V/def2-TZVPD, the Open Molecules 2025 dataset).

Element x y z (Å)
C (-2.334, 0.946, -4.155)
H (-2.934, 1.387, -4.948)
H (-1.373, 0.660, -4.579)
C (-3.050, -0.269, -3.577)
C (-2.208, -1.103, -2.610)
C (-1.905, -0.412, -1.275)
H (-1.911, -1.151, -0.473)
H (-2.690, 0.307, -1.042)
C (-0.534, 0.295, -1.281)
N (0.522, -0.659, -1.533)
C (1.751, -0.218, -2.129)
H (1.556, 0.617, -2.801)
H (2.135, -1.043, -2.738)
C (2.831, 0.195, -1.096)
N (2.624, -0.545, 0.166)
C (2.132, -1.902, -0.120)
H (2.152, -2.489, 0.799)
H (2.791, -2.376, -0.851)
C (0.692, -1.792, -0.637)
H (0.020, -1.687, 0.216)
H (0.431, -2.720, -1.162)
C (3.814, -0.515, 1.048)
C (3.494, -1.084, 2.406)
C (2.672, -0.378, 3.277)
C (2.369, -0.903, 4.521)
C (2.886, -2.129, 4.906)
C (3.708, -2.833, 4.043)
C (4.009, -2.315, 2.795)
H (4.657, -2.864, 2.128)
H (4.118, -3.786, 4.340)
H (2.653, -2.533, 5.879)
H (1.733, -0.347, 5.193)
H (2.272, 0.584, 2.994)
H (4.619, -1.083, 0.573)
H (4.127, 0.527, 1.144)
H (1.793, -0.032, 0.667)
H (2.781, 1.263, -0.876)
H (3.824, -0.029, -1.493)
C (-0.352, 1.091, -0.024)
N (0.542, 0.833, 0.915)
N (0.422, 1.776, 1.847)
N (-0.485, 2.587, 1.536)
N (-1.004, 2.210, 0.364)
C (-2.055, 2.977, -0.247)
H (-1.747, 4.025, -0.257)
H (-2.207, 2.619, -1.266)
C (-3.350, 2.844, 0.555)
O (-3.782, 1.508, 0.471)
C (-4.992, 1.269, 1.157)
H (-4.887, 1.485, 2.225)
H (-5.802, 1.880, 0.746)
H (-5.221, 0.216, 1.016)
H (-3.168, 3.129, 1.601)
H (-4.104, 3.524, 0.133)
H (-0.518, 0.998, -2.121)
H (-2.760, -2.020, -2.401)
H (-1.270, -1.386, -3.090)
H (-3.963, 0.054, -3.073)
H (-3.346, -0.917, -4.404)
H (-2.174, 1.715, -3.402)

As for the multiplicity: 1. The structure (SMILES) is CCCC[C@@H](c1nnnn1CCOC)N1CC[NH+](Cc2ccccc2)CC1. Its electronic energy is -32256.7556 eV. The net charge is +1. The molar mass comes out at 373.52 g/mol. The value obtained for the energy above the lowest of the compared OMol25 structures with the same formula, charge and spin is 0.0 kJ/mol.


# C9H14

A 2-piece molecular cluster, C9H14 overall (wB97M-V/def2-TZVPD, the Open Molecules 2025 dataset).

Element x y z (Å)
C (-0.056, -1.208, -4.628)
C (-1.494, -1.654, -4.328)
H (0.625, -1.976, -4.692)
H (-0.007, -0.589, -5.608)
H (0.311, -0.668, -3.739)
H (-2.152, -0.920, -4.748)
H (-1.643, -1.886, -3.284)
H (-1.487, -2.720, -4.641)
C (-0.211, 2.296, 3.138)
C (0.838, -0.863, 0.405)
C (0.089, -1.130, 1.536)
C (0.948, 0.465, 0.110)
C (-0.251, -0.194, 2.463)
C (0.614, 1.473, 0.986)
C (0.011, 1.160, 2.226)
H (1.375, -1.621, -0.098)
H (-0.129, -2.191, 1.741)
H (1.327, 0.770, -0.921)
H (-0.759, -0.448, 3.377)
H (0.692, 2.518, 0.581)
H (0.523, 3.064, 3.456)
H (-0.423, 1.784, 4.133)
H (-1.187, 2.811, 2.990)

As for the multiplicity: 1. The structure (SMILES) is Cc1ccccc1.CC. Its electronic energy is -9558.6086 eV. The net charge is 0. The molar mass comes out at 122.21 g/mol. The value obtained for the energy above the lowest of the compared OMol25 structures with the same formula, charge and spin is 151.8 kJ/mol.


# C28H23F3N4O4STl

C28H23F3N4O4STl as an isolated structure (wB97M-V/def2-TZVPD, the Open Molecules 2025 dataset).

Element x y z (Å)
Tl (1.433, 0.201, -0.825)
C (-3.441, 1.532, 3.038)
C (-2.975, 0.269, 3.779)
C (-3.454, -0.976, 3.016)
C (-3.615, 0.260, 5.168)
C (-1.449, 0.261, 3.846)
C (-0.748, 0.278, 5.062)
C (0.632, 0.288, 5.123)
C (1.341, 0.272, 3.932)
S (3.055, 0.285, 3.663)
C (2.779, 0.240, 1.955)
N (1.525, 0.217, 1.609)
C (0.672, 0.243, 2.699)
C (-0.720, 0.242, 2.666)
C (3.868, 0.221, 0.970)
C (5.206, 0.234, 1.370)
C (6.223, 0.193, 0.432)
C (5.928, 0.132, -0.921)
C (4.602, 0.125, -1.344)
C (3.602, 0.180, -0.397)
H (-4.531, 1.547, 2.986)
H (-3.058, 1.576, 2.018)
H (-3.110, 2.431, 3.560)
H (-4.544, -0.990, 2.979)
H (-3.113, -1.890, 3.505)
H (-3.086, -0.980, 1.989)
H (-4.700, 0.266, 5.066)
H (-3.331, 1.143, 5.742)
H (-3.339, -0.635, 5.730)
H (-1.293, 0.291, 5.995)
H (1.140, 0.309, 6.077)
H (-1.215, 0.238, 1.707)
H (5.444, 0.272, 2.426)
H (7.253, 0.206, 0.760)
H (6.723, 0.085, -1.653)
H (4.378, 0.075, -2.401)
O (-4.615, 0.066, -0.952)
C (-4.164, -1.161, -1.051)
O (-4.869, -2.128, -1.171)
C (-2.675, -1.364, -0.971)
C (-2.131, -2.633, -0.941)
N (-0.801, -2.497, -0.867)
N (-0.443, -1.209, -0.841)
C (-1.566, -0.498, -0.911)
C (-1.491, 1.014, -0.858)
O (-2.535, 1.646, -0.818)
O (-0.317, 1.529, -0.834)
H (-3.890, 0.739, -0.888)
H (-2.634, -3.586, -0.963)
H (-0.107, -3.222, -0.802)
F (0.498, -0.418, -8.153)
C (1.416, 0.361, -7.575)
F (1.273, 1.604, -8.047)
F (2.632, -0.081, -7.939)
C (1.297, 0.341, -6.069)
C (2.123, 1.169, -5.322)
C (2.036, 1.101, -3.945)
N (1.193, 0.274, -3.321)
C (0.385, -0.497, -4.045)
C (0.404, -0.501, -5.430)
H (2.810, 1.850, -5.804)
H (2.657, 1.730, -3.317)
H (-0.308, -1.127, -3.500)
H (-0.260, -1.141, -5.993)

As for the multiplicity: 1. Its electronic energy is -67236.8915 eV. The net charge is +1. The molar mass comes out at 772.96 g/mol.


# C4H6N2OS

C4H6N2OS as an isolated structure (wB97M-V/def2-TZVPD, the Open Molecules 2025 dataset).

Element x y z (Å)
C (1.003, 0.754, 1.600)
C (0.658, 1.408, 0.423)
C (-0.133, -0.547, 0.432)
C (-0.909, -1.644, 0.051)
N (0.520, -0.481, 1.610)
N (-0.042, 0.527, -0.318)
O (-0.834, -2.760, 0.779)
S (-1.047, -0.322, -2.801)
H (1.670, 1.169, 2.279)
H (0.555, 2.519, 0.109)
H (-1.448, -1.624, -0.883)
H (-0.571, 0.343, -1.233)
H (-0.209, -2.571, 1.498)
H (0.097, -1.005, -2.551)

As for the multiplicity: 1. Its electronic energy is -20105.5582 eV. The net charge is 0. The molar mass comes out at 130.17 g/mol. The value obtained for the energy above the lowest of the compared OMol25 structures with the same formula, charge and spin is 365.0 kJ/mol.


# CH3IO2S2

One molecule with the formula CH3IO2S2 (wB97M-V/def2-TZVPD, the Open Molecules 2025 dataset).

Element x y z (Å)
C (0.844, -0.833, 0.138)
O (-0.191, 3.102, -0.204)
O (-0.894, 0.578, -1.382)
S (-0.105, 2.093, 0.841)
S (-0.720, 0.069, -0.026)
I (-2.474, -1.754, 0.231)
H (0.532, -1.888, 0.005)
H (1.608, -0.613, -0.671)
H (1.400, -0.756, 1.068)

As for the multiplicity: 1. Its electronic energy is -34948.5079 eV. The net charge is 0. The molar mass comes out at 238.07 g/mol. The value obtained for the energy above the lowest of the compared OMol25 structures with the same formula, charge and spin is 284.9 kJ/mol.


# C3H7NO2

One molecule with the formula C3H7NO2 (wB97M-V/def2-TZVPD, the Open Molecules 2025 dataset).

Element x y z (Å)
C (-0.644, 0.773, -0.555)
N (0.681, 0.468, 0.150)
C (1.345, -0.614, 0.376)
O (2.731, -0.281, 0.403)
O (0.924, -1.757, 0.183)
C (-1.735, -0.244, -0.069)
H (-0.590, 0.735, -1.607)
H (-0.680, 1.782, -0.322)
H (0.814, 1.380, 0.449)
H (2.958, -0.990, 0.949)
H (-1.212, -1.180, -0.376)
H (-1.917, -0.174, 1.005)
H (-2.675, 0.101, -0.585)

As for the multiplicity: 1. The structure (SMILES) is CCNC(=O)O. Its electronic energy is -8808.5977 eV. The net charge is 0. The molar mass comes out at 89.09 g/mol. The value obtained for the energy above the lowest of the compared OMol25 structures with the same formula, charge and spin is 186.3 kJ/mol.


# C2H4KO

C2H4KO as an isolated structure (wB97M-V/def2-TZVPD, the Open Molecules 2025 dataset).

Element x y z (Å)
H (0.005, 2.212, 0.335)
C (0.576, -1.022, -0.171)
H (0.474, -1.445, 0.832)
H (0.996, -1.651, -0.954)
C (0.240, 0.244, -0.441)
O (-0.288, 1.074, 0.484)
K (-2.395, -0.084, 1.353)
H (0.392, 0.672, -1.439)

As for the multiplicity: 2. Its electronic energy is -20508.1852 eV. The net charge is 0. The molar mass comes out at 83.15 g/mol. The value obtained for the energy above the lowest of the compared OMol25 structures with the same formula, charge and spin is 0.0 kJ/mol.


# C7H17BN5O3

An isolated ion of composition C7H17BN5O3 and charge +1 (wB97M-V/def2-TZVPD, the Open Molecules 2025 dataset).

Element x y z (Å)
C (-1.809, -1.715, -1.449)
N (-1.107, -0.902, -2.447)
C (0.172, -1.491, -2.861)
C (-1.020, 0.451, -2.094)
O (-2.008, 1.108, -2.076)
C (0.282, 1.166, -1.748)
C (0.499, 1.162, -0.225)
N (-0.244, 2.266, 0.424)
C (-0.267, 2.062, 1.735)
N (-1.139, 2.673, 2.588)
N (0.633, 1.160, 2.206)
C (0.245, -0.197, 1.630)
B (1.344, -1.369, 1.848)
N (2.756, -1.129, 1.908)
O (0.854, -2.665, 1.943)
O (-0.010, -0.061, 0.252)
H (-2.478, -2.396, -1.986)
H (-1.146, -2.344, -0.843)
H (-2.461, -1.113, -0.819)
H (0.932, -1.532, -2.070)
H (-0.030, -2.496, -3.235)
H (0.521, -0.934, -3.734)
H (1.178, 0.746, -2.206)
H (0.258, 2.212, -2.056)
H (1.574, 1.274, -0.067)
H (-1.210, 2.207, 0.065)
H (-0.901, 3.502, 3.109)
H (-2.030, 2.226, 2.743)
H (0.531, 1.151, 3.218)
H (-0.687, -0.494, 2.136)
H (2.971, -0.140, 2.008)
H (3.204, -1.465, 1.058)
H (0.593, -2.923, 1.043)

As for the multiplicity: 1. The structure (SMILES) is CN(C)C(=O)C[C@H]1NC(N)=[NH+][C@H](B(N)O)O1. Its electronic energy is -21798.2703 eV. The net charge is +1. The molar mass comes out at 230.06 g/mol.


# C2H3NP2

One molecule with the formula C2H3NP2 (wB97M-V/def2-TZVPD, the Open Molecules 2025 dataset).

Element x y z (Å)
C (-0.199, -0.192, -0.715)
C (0.395, -0.206, -1.843)
N (-0.852, -0.053, 0.302)
P (1.397, 0.657, 2.735)
P (-0.336, 0.188, 1.913)
H (0.351, 0.730, -2.491)
H (0.928, -1.210, -2.092)
H (-1.684, 0.087, 2.190)

As for the multiplicity: 1. The structure (SMILES) is C=C=N[PH]#P. Its electronic energy is -22186.5535 eV. The net charge is 0. The molar mass comes out at 103.00 g/mol. The value obtained for the energy above the lowest of the compared OMol25 structures with the same formula, charge and spin is 222.8 kJ/mol.


# C26H39GeN7O2Sr

C26H39GeN7O2Sr as an isolated structure (wB97M-V/def2-TZVPD, the Open Molecules 2025 dataset).

Element x y z (Å)
Sr (0.308, -0.772, 1.112)
N (-0.738, -0.963, -1.361)
C (-1.417, -2.240, -1.492)
C (-0.623, -3.373, -0.853)
N (-0.172, -3.121, 0.520)
C (-1.257, -3.058, 1.543)
C (-1.017, -2.358, 2.934)
N (-1.529, -0.979, 2.990)
C (1.079, -3.756, 0.909)
C (2.341, -3.120, 0.301)
N (2.745, -1.911, 1.046)
H (0.011, -0.788, -2.025)
H (-1.370, -0.172, -1.377)
H (-2.392, -2.170, -1.002)
H (-1.620, -2.552, -2.523)
H (-1.201, -4.309, -0.909)
H (0.282, -3.530, -1.444)
H (-2.086, -2.507, 1.083)
H (-1.592, -4.088, 1.711)
H (-1.461, -3.023, 3.678)
H (0.055, -2.312, 3.187)
H (-2.517, -0.965, 2.768)
H (-1.384, -0.580, 3.910)
H (1.174, -3.658, 1.995)
H (1.045, -4.835, 0.696)
H (3.125, -3.884, 0.266)
H (2.146, -2.823, -0.731)
H (3.146, -2.178, 1.938)
H (3.442, -1.375, 0.539)
O (-0.664, 6.747, -0.699)
C (0.318, 6.109, -1.116)
O (1.390, 6.476, -1.629)
C (0.185, 4.569, -0.958)
C (1.208, 3.716, -1.334)
C (1.051, 2.347, -1.172)
N (-0.063, 1.793, -0.697)
C (-1.024, 2.620, -0.277)
C (-0.944, 4.001, -0.394)
C (-2.202, 2.006, 0.405)
C (-2.815, 2.680, 1.464)
C (-3.916, 2.122, 2.080)
C (-4.395, 0.900, 1.625)
C (-3.718, 0.293, 0.583)
N (-2.641, 0.813, -0.009)
C (2.197, 1.431, -1.442)
C (3.498, 1.873, -1.189)
C (4.562, 1.026, -1.419)
C (4.313, -0.248, -1.915)
C (2.995, -0.601, -2.143)
N (1.955, 0.199, -1.905)
H (2.099, 4.162, -1.757)
H (-1.736, 4.667, -0.079)
H (-2.415, 3.628, 1.795)
H (-4.401, 2.635, 2.900)
H (-5.274, 0.438, 2.056)
H (-4.067, -0.658, 0.186)
H (3.657, 2.865, -0.791)
H (5.574, 1.355, -1.220)
H (5.116, -0.939, -2.136)
H (2.759, -1.577, -2.558)
C (0.567, 0.820, 5.022)
Ge (1.941, 1.492, 3.752)
C (3.395, 0.151, 3.900)
C (2.645, 3.136, 4.561)
C (1.253, 1.525, 1.978)
H (0.863, 1.020, 6.053)
H (0.450, -0.264, 4.923)
H (-0.398, 1.302, 4.848)
H (3.906, 0.231, 4.861)
H (4.136, 0.286, 3.109)
H (2.989, -0.863, 3.824)
H (2.960, 2.966, 5.593)
H (1.886, 3.919, 4.549)
H (3.500, 3.499, 3.990)
H (2.043, 1.908, 1.321)
H (0.430, 2.249, 1.940)

As for the multiplicity: 1. Its electronic energy is -99472.6158 eV. The net charge is 0. The molar mass comes out at 641.88 g/mol. The value obtained for the energy above the lowest of the compared OMol25 structures with the same formula, charge and spin is 175.9 kJ/mol.